Record 1
The following is a quantum chemistry calculation of a cluster of 10 separate species, C50H46Cl4O30 in total at a distorted geometry, from the OMol25 dataset.

Structure (ORCA input):
```
! RIJCOSX wB97M-V def2-TZVPD def2/J DEFGRID3
* xyz 0 1
O 0.1093 1.1290 6.7040
C -0.5926 1.8143 5.9486
C -1.2616 2.9371 6.5101
C -1.8786 3.8623 5.7438
O -2.4891 4.8923 6.4271
C -2.0118 3.8787 4.3083
O -2.4683 4.8142 3.7150
C -1.4654 2.6083 3.7675
C -0.7074 1.7462 4.5039
O -0.2388 0.7087 3.7929
H -1.2235 3.1368 7.5708
H -3.0069 5.4150 5.8104
H -1.3925 2.4411 2.7030
H 0.4200 0.2759 4.3408
O -0.9213 8.9934 -3.7293
C -1.1075 7.8729 -3.1757
C -0.9382 6.6104 -3.9259
C -1.2769 5.4423 -3.2924
O -1.4238 4.3543 -4.0499
C -1.8448 5.1877 -1.9560
O -2.0916 4.1055 -1.5148
C -2.0976 6.4833 -1.3093
C -1.7295 7.6452 -1.8091
O -1.9036 8.7977 -1.1426
H -0.6678 6.6106 -4.9715
H -1.6912 3.7347 -3.3671
H -2.6570 6.4230 -0.3875
H -1.4053 9.5068 -1.5554
O 1.3938 4.2371 0.7875
C 1.2767 5.3277 1.3292
C 1.0345 6.6599 0.6074
C 0.8728 7.7943 1.2815
O 0.8514 8.9302 0.5696
C 0.8928 8.0252 2.7549
O 0.4098 8.9902 3.3710
C 1.2807 6.7215 3.4092
C 1.4475 5.5138 2.8105
O 1.8607 4.4159 3.4952
H 1.1882 6.5535 -0.4563
H 0.8595 9.6934 1.1519
H 1.5118 6.5848 4.4553
H 2.1410 3.6601 2.9739
O 1.5350 -4.3976 -4.4876
C 2.0221 -5.2265 -3.6510
C 3.3969 -5.1399 -3.2021
C 3.8714 -5.9410 -2.2044
O 5.2380 -6.0080 -1.9843
C 3.0739 -6.9098 -1.4744
O 3.5779 -7.6477 -0.6664
C 1.7034 -7.0549 -1.9321
C 1.2638 -6.2632 -2.9624
O 0.0195 -6.3578 -3.4470
H 4.1273 -4.5488 -3.7345
H 5.4118 -6.5620 -1.2198
H 0.9901 -7.7492 -1.5131
H 0.0450 -5.7528 -4.1920
O -3.6447 -8.5428 -3.9667
C -3.1408 -7.7135 -3.1010
C -3.3471 -6.2308 -3.1054
C -2.8452 -5.4415 -2.0589
O -2.9657 -4.0801 -2.1537
C -2.1589 -5.9031 -0.8189
O -1.7650 -5.1342 0.1122
C -2.0715 -7.3500 -0.8034
C -2.3681 -8.1347 -1.8821
O -1.9425 -9.4358 -1.9771
H -3.7480 -5.7054 -3.9595
H -2.6618 -3.6711 -1.3401
H -1.7632 -7.9177 0.0622
H -2.3102 -9.8341 -2.7694
O 3.1853 -1.4457 4.8184
C 3.0937 -1.0670 3.6539
C 3.1869 0.3410 3.3372
C 3.0244 0.8406 2.0771
O 3.0804 2.2077 1.8333
C 2.5622 -0.0186 0.9374
O 2.4092 0.4061 -0.1830
C 2.5263 -1.4419 1.2432
C 2.8302 -1.9340 2.5030
O 2.7297 -3.2910 2.8281
H 3.4643 0.9422 4.1904
H 3.2616 2.2881 0.8940
H 2.4719 -2.1009 0.3893
H 2.9936 -3.4833 3.7308
O 5.0269 -2.4273 -4.8182
C 3.8792 -2.0051 -4.9728
C 3.0845 -2.0599 -6.2489
C 1.9601 -1.3407 -6.4464
O 1.1680 -1.4818 -7.5582
C 1.2832 -0.5456 -5.3543
O 0.2986 0.1389 -5.5194
C 1.9502 -0.6672 -4.0722
C 3.1882 -1.3075 -3.8945
O 3.8165 -1.0285 -2.7206
H 3.3481 -2.7280 -7.0554
H 0.4635 -0.8444 -7.6960
H 1.6027 -0.1552 -3.1871
H 4.6813 -1.4394 -2.6505
C -0.6141 1.3920 -0.2015
O -0.6397 -0.0186 -0.2515
C -1.6555 -0.6802 0.5094
C -1.2914 -2.1805 0.5537
O -1.2209 -2.7645 -0.7969
C -0.0766 -2.5322 -1.6975
H -1.5435 1.8590 -0.5273
H 0.0652 1.6493 -1.0143
H -0.1385 1.8765 0.6513
H -2.6211 -0.5015 0.0364
H -1.6916 -0.2145 1.4943
H -2.0932 -2.6725 1.1042
H -0.3317 -2.3335 1.0474
H -0.1723 -1.5352 -2.1275
H 0.0609 -3.1896 -2.5560
H 0.8973 -2.6170 -1.2155
Cl -2.2426 -2.9488 3.7333
C -0.6303 -3.6964 3.8047
C -0.1907 -3.7500 5.2315
Cl 0.2679 -2.1413 5.8514
H 0.1110 -3.0730 3.3048
H -0.8331 -4.6610 3.3394
H 0.7424 -4.3053 5.3263
H -0.9941 -4.0778 5.8912
Cl -4.2452 1.1391 1.8608
C -3.8748 2.7241 1.2354
C -5.2266 3.4973 0.8977
Cl -4.9054 5.2141 0.6274
H -3.3244 2.5093 0.3194
H -3.2020 3.1301 1.9907
H -5.8806 3.5617 1.7672
H -5.6766 3.1085 -0.0158
*
```

Results
Max |F| = 5.57 eV/Å
E_tot = -164099.9778 eV

=====

Record 2
The following is a quantum chemistry calculation of a structure of composition C50H46N8NaS8SbSe2, from the OMol25 dataset.

Structure (ORCA input):
```
! RIJCOSX wB97M-V def2-TZVPD def2/J DEFGRID3
* xyz -2 1
Na 1.5456 0.8013 -0.8051
Se 1.1243 3.8306 1.4551
Se 1.4151 4.0223 3.7387
C 1.2116 2.1961 4.3249
C 1.2592 1.9491 5.6979
C 1.0736 0.6513 6.1352
C 0.8454 -0.3506 5.2012
C 0.8238 0.0023 3.8610
N 1.0067 1.2477 3.4298
C 2.9191 3.4213 0.7968
C 4.0591 3.9106 1.3994
C 5.2145 3.8939 0.5502
C 5.1857 3.3135 -0.6657
C 4.0019 2.5057 -1.0883
N 2.7786 2.8406 -0.3665
H 1.4331 2.7602 6.3943
H 1.1027 0.4231 7.1947
H 0.6947 -1.3807 5.4957
H 0.6528 -0.7445 3.0905
H 4.0360 4.4257 2.3473
H 6.1123 4.4148 0.8738
H 6.0415 3.3425 -1.3298
H 3.7980 2.6074 -2.1579
N -0.5676 0.6002 -0.0446
S -1.8241 0.1532 0.4985
N -2.1950 -1.4698 0.6957
S -1.7733 -2.4591 -0.4257
N -0.4696 -3.2502 -0.3690
S 1.1158 -2.6762 -0.5760
N 1.4468 -1.4665 -1.2717
C 1.7320 -4.2103 -1.2782
C 3.0007 -4.6515 -0.9461
C 3.5507 -5.7175 -1.6436
C 2.8472 -6.3109 -2.6788
C 1.5905 -5.8347 -3.0312
C 1.0323 -4.7772 -2.3340
C 1.7045 -2.7746 1.1193
C 2.7838 -1.9444 1.3876
C 3.3486 -1.9679 2.6560
C 2.8347 -2.8121 3.6294
C 1.7470 -3.6322 3.3482
C 1.1748 -3.6191 2.0843
C -2.1627 -1.7759 -2.0337
C -1.1602 -1.1836 -2.7865
C -1.5051 -0.5454 -3.9758
C -2.8251 -0.5113 -4.3867
C -3.8208 -1.1112 -3.6204
C -3.4994 -1.7434 -2.4347
C -2.9660 -3.7731 -0.2377
C -4.1421 -3.5384 0.4545
C -5.0667 -4.5657 0.5776
C -4.8065 -5.8060 0.0123
C -3.6180 -6.0277 -0.6714
C -2.6858 -5.0097 -0.7978
C -3.2796 0.7471 -0.3857
C -4.5793 0.4336 -0.0076
C -5.6332 0.9557 -0.7374
C -5.3792 1.7878 -1.8265
C -4.0776 2.1025 -2.1814
C -3.0129 1.5773 -1.4563
C -2.2330 0.6783 2.1646
C -2.5568 -0.1689 3.2116
C -2.7445 0.3720 4.4776
C -2.6155 1.7389 4.6783
C -2.2980 2.5777 3.6167
C -2.0945 2.0473 2.3541
H 3.5725 -4.1517 -0.1764
H 4.5515 -6.0509 -1.4029
H 3.2921 -7.1251 -3.2375
H 1.0571 -6.2702 -3.8670
H 0.0738 -4.3655 -2.6250
H 3.1722 -1.2916 0.6095
H 4.1840 -1.3157 2.8749
H 3.2732 -2.8211 4.6201
H 1.3409 -4.2797 4.1163
H 0.3260 -4.2459 1.8440
H -0.1224 -1.1860 -2.4681
H -0.7123 -0.0648 -4.5379
H -3.0884 0.0006 -5.3042
H -4.8554 -1.0707 -3.9374
H -4.2794 -2.1852 -1.8308
H -4.3116 -2.5642 0.8918
H -5.9888 -4.3946 1.1179
H -5.5297 -6.6060 0.1103
H -3.4098 -6.9982 -1.1026
H -1.7419 -5.1651 -1.3030
H -4.7586 -0.1942 0.8577
H -6.6538 0.7245 -0.4561
H -6.2080 2.1986 -2.3909
H -3.8668 2.7675 -3.0093
H -1.9859 1.8231 -1.7040
H -2.6277 -1.2339 3.0385
H -2.9733 -0.2804 5.3117
H -2.7439 2.1525 5.6713
H -2.1649 3.6396 3.7778
H -1.7910 2.6760 1.5239
S 4.4204 -2.3380 -3.0437
Sb 4.2282 -0.0497 -3.3341
S 4.3853 0.6532 -0.9123
S 1.8275 0.5093 -3.6771
S 1.9108 2.2239 -4.8703
S -1.2762 4.5186 -1.7863
C 0.2584 5.1960 -2.0649
N 1.1232 4.7186 -2.9439
C 2.4298 5.3108 -3.1721
C 2.9604 5.9198 -1.8879
C 1.9399 6.8966 -1.3314
N 0.6048 6.3151 -1.3775
H 0.9397 3.8358 -3.4362
H 2.3579 6.0763 -3.9566
H 3.0706 4.5131 -3.5460
H 3.9069 6.4306 -2.0728
H 3.1463 5.1269 -1.1652
H 1.9533 7.8345 -1.9011
H 2.1760 7.1315 -0.2913
H -0.0458 6.5341 -0.6433
*
```

Results
ΔE to the lowest compared entry with this formula, charge and spin = 34.1 kcal/mol
Max |F| = 0.43 eV/Å
E_tot = -292842.8185 eV